Entry 1:
C3H2N2O2S | wB97M-V/def2-TZVPD

Computed properties:
energy relative to the best compared isomer or geometry (same formula, charge and spin): 65.0 kcal/mol
spin multiplicity: 3
LUMO energy (spin up / spin down): 0.22 / -3.39 eV
max |F|: 0.1324 Eh/bohr
HOMO (spin up / spin down): -6.6 / -10.0 eV
gap between HOMO and LUMO (spin up / spin down): 6.8585 / 6.6310 eV

Cartesian coordinates (Å):
C  0.2223  -2.0982  0.8650
C  0.1779  -1.0772  0.1800
C  -1.6585  -0.6669  1.8085
N  -1.3322  0.1880  1.0179
N  -0.3425  0.1915  0.0714
O  0.6760  2.3734  -0.5970
O  0.3096  0.6328  -2.3237
S  -0.3610  1.3553  -1.2593
H  0.7776  -2.9462  1.1890
H  1.5308  2.0475  -0.9517

Results of the Löwdin charge analysis, in e, for atoms 1 through 5:
1 C 0.135
2 C -0.204
3 C 0.007
4 N -0.145
5 N -0.227

Entry 2:
C7H12INO2 | wB97M-V/def2-TZVPD

Computed properties:
energy relative to the best compared isomer or geometry (same formula, charge and spin): 28.7 kcal/mol
LUMO energy: 0.45 eV
max |F|: 0.1020 Eh/bohr
HOMO: -9.3 eV
gap between HOMO and LUMO: 9.7384 eV
SMILES string: C=C(C)C(=O)N[C@@](O)(I)CC

Cartesian coordinates (Å):
C  0.0073  0.9817  -2.5743
C  -0.9459  1.1910  -1.6625
C  -2.2756  1.6154  -2.0336
C  -0.6617  1.1217  -0.1142
O  -0.7452  2.0965  0.5814
N  -0.0984  -0.0042  0.3439
C  0.3212  -0.3117  1.8281
O  0.3136  0.7938  2.5546
I  -1.1222  -1.6642  2.8442
C  1.5904  -1.0369  1.6942
C  1.5794  -2.3414  0.9042
H  -0.0937  1.0241  -3.5668
H  0.8860  0.7352  -2.1494
H  -3.1348  0.8150  -1.6618
H  -2.4858  1.6251  -3.1897
H  -2.6309  2.5626  -1.5752
H  0.1457  -0.9159  -0.2320
H  0.0863  1.5077  1.8788
H  2.4075  -0.4162  1.2979
H  1.9826  -1.2927  2.7093
H  0.8631  -2.4613  0.1298
H  1.4281  -3.1967  1.5238
H  2.5831  -2.4285  0.4694

Results of the Löwdin charge analysis, in e, for atoms 1 through 5:
1 C 0.092
2 C -0.281
3 C -0.099
4 C -0.440
5 O 0.088

Entry 3:
C40H43N2O4 | wB97M-V/def2-TZVPD

Computed properties:
energy relative to the best compared isomer or geometry (same formula, charge and spin): 1.7 kcal/mol
LUMO energy: -3.20 eV
max |F|: 0.0048 Eh/bohr
HOMO: -11.2 eV
net charge: +1
gap between HOMO and LUMO: 7.9983 eV

Cartesian coordinates (Å):
C  -1.6056  3.5325  0.5693
C  -1.4900  2.0235  0.7890
C  -0.3994  1.3460  -0.0469
C  1.0276  1.8534  0.1949
C  1.7585  1.1307  1.3377
C  2.9466  1.9171  1.8957
C  2.6208  3.1824  2.7213
C  1.3757  3.0926  3.6092
C  1.6265  2.1399  4.7732
N  0.4138  2.0040  5.6629
C  -0.6402  1.0587  5.1377
C  -0.3109  -0.3551  5.6209
C  0.1499  -1.3666  4.6035
N  -0.4171  -0.6806  6.8394
H  -2.5466  3.9178  0.9684
H  -0.7900  4.0924  1.0391
H  -1.5749  3.7613  -0.4993
H  -2.4469  1.5558  0.5330
H  -1.3426  1.8118  1.8574
H  -0.6577  1.4773  -1.1034
H  -0.4263  0.2632  0.1388
H  1.0128  2.9325  0.3928
H  1.6167  1.7044  -0.7149
H  1.0373  0.8676  2.1264
H  2.1441  0.1750  0.9645
H  3.6048  1.2549  2.4686
H  3.5446  2.2373  1.0345
H  2.5179  4.0513  2.0671
H  3.4788  3.4036  3.3675
H  1.1334  4.0885  4.0007
H  0.5136  2.7618  3.0216
H  2.4425  2.5071  5.3998
H  1.8758  1.1319  4.4355
H  0.7019  1.6637  6.5826
H  0.0110  2.9324  5.7983
H  -0.6420  1.1474  4.0535
H  -1.6078  1.3854  5.5223
H  0.5264  -0.9023  3.6896
H  -0.6941  -2.0081  4.3305
H  0.9196  -2.0073  5.0374
H  -0.7961  0.0571  7.4361
C  4.2746  1.3007  -1.8487
C  3.8213  1.0350  -3.1371
C  4.1147  -0.1781  -3.7364
C  4.8562  -1.1312  -3.0472
C  5.3056  -0.8650  -1.7545
C  5.0147  0.3563  -1.1595
C  6.1022  -1.8682  -0.9872
O  6.4521  -1.6423  0.1521
C  6.4420  -3.1462  -1.6706
C  7.2246  -4.0794  -1.0010
C  7.5465  -5.2778  -1.6148
C  7.0847  -5.5523  -2.8974
C  6.3038  -4.6272  -3.5694
C  5.9821  -3.4203  -2.9611
C  5.1483  -2.4382  -3.7106
O  4.7217  -2.6820  -4.8169
H  4.0481  2.2510  -1.3808
H  3.2432  1.7759  -3.6738
H  3.7751  -0.4054  -4.7375
H  5.3784  0.5471  -0.1584
H  7.5741  -3.8505  -0.0038
H  8.1601  -6.0013  -1.0949
H  7.3370  -6.4904  -3.3736
H  5.9378  -4.8235  -4.5676
C  -4.7895  -1.4768  0.6808
C  -3.7158  -1.0494  -0.0938
C  -3.9178  -0.6267  -1.3955
C  -5.1991  -0.6311  -1.9328
C  -6.2745  -1.0689  -1.1617
C  -6.0665  -1.4895  0.1469
C  -7.6610  -1.1031  -1.7197
O  -8.5934  -1.4679  -1.0386
C  -7.8447  -0.6772  -3.1352
C  -9.1161  -0.7351  -3.6924
C  -9.3136  -0.3374  -5.0038
C  -8.2442  0.1238  -5.7635
C  -6.9749  0.1845  -5.2140
C  -6.7692  -0.2177  -3.8999
C  -5.3934  -0.1529  -3.3352
O  -4.4584  0.2716  -3.9788
H  -4.6297  -1.8063  1.6996
H  -2.7138  -1.0495  0.3188
H  -3.0952  -0.2902  -2.0124
H  -6.9151  -1.8239  0.7278
H  -9.9371  -1.0932  -3.0868
H  -10.3034  -0.3864  -5.4375
H  -8.4030  0.4354  -6.7872
H  -6.1320  0.5389  -5.7910

Results of the Löwdin charge analysis, in e, for atoms 1 through 5:
1 C -0.101
2 C -0.263
3 C -0.210
4 C -0.190
5 C -0.207

Entry 4:
C42H33AgF5N3O4PTe | wB97M-V/def2-TZVPD

Computed properties:
LUMO energy: 1.28 eV
max |F|: 0.0109 Eh/bohr
HOMO: -2.6 eV
net charge: -1
gap between HOMO and LUMO: 3.8588 eV

Cartesian coordinates (Å):
Ag  -1.2777  0.0547  -0.6086
C  -0.2684  3.0753  -4.3584
O  -1.6822  3.0988  -4.0240
C  -1.8250  2.2113  -3.0224
N  -0.8169  1.5712  -2.6064
C  0.3522  2.0895  -3.3365
C  1.3607  2.7643  -2.4388
C  2.5345  3.2417  -3.0176
C  3.4823  3.8928  -2.2472
C  3.2646  4.0744  -0.8889
C  2.0983  3.6016  -0.3102
C  1.1445  2.9508  -1.0816
C  -3.1822  2.0906  -2.4497
C  -4.3070  2.6472  -3.0452
C  -5.5221  2.5158  -2.3925
C  -5.5835  1.8536  -1.1760
C  -4.4037  1.3256  -0.6683
N  -3.2372  1.4420  -1.2959
C  -4.3269  0.5964  0.6154
N  -3.2993  -0.0309  0.9848
C  -3.5903  -0.6514  2.2772
C  -4.9642  -0.0455  2.6474
O  -5.4158  0.5980  1.4196
C  -2.5026  -0.4003  3.2919
C  -1.6086  0.6535  3.1502
C  -0.6104  0.8524  4.0943
C  -0.4955  -0.0019  5.1800
C  -1.3882  -1.0544  5.3251
C  -2.3885  -1.2495  4.3865
H  0.1126  4.0874  -4.2449
H  -0.1750  2.7527  -5.3945
H  0.8368  1.2526  -3.8401
H  2.7350  3.0709  -4.0703
H  4.4096  4.2154  -2.7026
H  4.0174  4.5579  -0.2792
H  1.9314  3.7242  0.7534
H  0.2451  2.5617  -0.6192
H  -4.2152  3.1682  -3.9870
H  -6.4208  2.9333  -2.8271
H  -6.5078  1.7440  -0.6283
H  -3.6573  -1.7290  2.1067
H  -4.8770  0.7290  3.4104
H  -5.7136  -0.7770  2.9379
H  -1.6753  1.3045  2.2872
H  0.0936  1.6659  3.9691
H  0.3034  0.1355  5.8978
H  -1.2840  -1.7455  6.1514
H  -3.0533  -2.1000  4.4766
O  -2.7047  -2.4741  -0.7004
C  -2.1548  -2.8792  0.2760
C  -1.5231  -3.1158  1.4124
C  -2.0760  -3.9966  2.4555
C  -1.3442  -4.3043  3.5540
C  -0.0355  -3.8008  3.7866
C  0.4952  -2.9423  2.8397
C  -0.1628  -2.5679  1.6737
P  0.4436  -1.3627  0.5441
C  0.8797  -2.2895  -0.9755
C  1.3919  -1.5843  -2.0681
C  1.5706  -2.2054  -3.2952
C  1.2700  -3.5542  -3.4247
C  0.8175  -4.2814  -2.3337
C  0.6285  -3.6507  -1.1118
C  2.0524  -0.7697  1.1281
C  3.2290  -1.4630  0.8611
C  4.4509  -0.9344  1.2507
C  4.5036  0.2797  1.9159
C  3.3331  0.9754  2.1897
C  2.1143  0.4561  1.7876
H  -3.0718  -4.4032  2.3217
H  -1.7963  -4.9626  4.2913
H  0.5224  -4.0708  4.6714
H  1.4799  -2.5174  3.0117
H  2.3784  -0.1256  -1.2177
H  1.9873  -1.6422  -4.1191
H  1.4245  -4.0440  -4.3781
H  0.6108  -5.3397  -2.4298
H  0.2746  -4.2063  -0.2510
H  3.1954  -2.3969  0.3116
H  5.3632  -1.4566  0.9939
H  5.4618  0.7026  2.1905
H  3.3742  1.9372  2.6866
H  1.1982  1.0078  1.9658
F  6.2930  0.8383  -2.4731
Te  4.5639  0.5127  -3.0982
F  5.0275  2.1590  -4.1968
F  5.3547  -0.5113  -4.5641
F  4.7182  -1.2027  -2.1663
F  4.1025  1.1195  -1.1964
O  1.7116  -0.2520  -1.9213

Results of the Löwdin charge analysis, in e, for atoms 1 through 5:
1 Ag 0.682
2 C -0.050
3 O 0.010
4 C -0.324
5 N 0.135